# 1
The following is a quantum chemistry calculation of a molecular structure, C51H54BrF3N3O2S2Sc, from OMol25.

The geometry in XYZ format:
```
117
Properties=species:S:1:pos:R:3:forces:R:3:mulliken_charge:R:1
Sc -0.022 -0.586 0.218 0.3 -0.4 -0.4 -1.65
Br -0.627 2.345 1.845 0.0 0.1 0.0 0.00
C -2.422 1.787 2.114 0.0 0.0 0.0 1.23
C -3.122 2.538 3.016 -0.1 0.0 0.0 -1.05
C -4.481 2.270 3.252 0.0 0.0 0.0 -0.89
C -5.095 1.284 2.541 0.0 0.0 0.0 -0.83
C -4.376 0.500 1.607 0.0 0.0 0.0 1.50
C -5.068 -0.500 0.877 0.0 0.0 0.0 -1.29
C -4.399 -1.278 -0.012 0.0 0.0 0.0 -1.91
C -3.000 -1.126 -0.163 0.0 0.0 0.0 -0.15
C -2.244 -0.191 0.514 0.1 0.1 0.3 1.73
C -2.979 0.691 1.391 0.0 0.0 0.0 0.23
H -2.626 3.343 3.538 0.0 0.0 0.0 0.45
H -5.028 2.862 3.973 0.0 0.0 0.0 0.40
H -6.150 1.081 2.675 0.0 0.0 0.0 0.41
H -6.130 -0.628 1.051 0.0 0.0 0.0 0.42
H -4.916 -2.049 -0.571 0.0 0.0 0.0 0.49
H -2.511 -1.834 -0.826 0.0 0.0 0.1 -0.13
F -2.676 -6.782 0.000 0.0 0.0 0.1 -0.33
C -1.977 -5.701 -0.403 0.0 0.0 0.0 0.62
F -0.905 -6.170 -1.060 0.1 0.0 0.0 -0.23
F -2.751 -5.079 -1.313 -0.1 0.1 -0.1 -0.20
C -1.617 -4.806 0.750 0.0 -0.1 -0.1 -0.18
C -2.040 -5.122 2.024 0.0 0.0 0.1 -0.49
C -1.713 -4.279 3.076 0.0 0.0 -0.1 -1.19
C -1.016 -3.122 2.788 0.0 -0.1 -0.1 -0.45
N -0.625 -2.784 1.557 -0.1 0.1 0.1 0.65
C -0.873 -3.629 0.541 0.0 0.0 -0.1 0.51
S -0.232 -3.115 -0.970 0.1 0.2 0.3 -0.70
H -2.615 -6.020 2.194 0.0 0.0 0.0 0.52
H -2.003 -4.502 4.091 0.0 0.0 0.0 0.48
H -0.748 -2.434 3.573 0.0 0.1 0.1 0.57
O -0.235 1.374 -1.049 0.0 -0.2 0.0 -0.50
S 0.492 2.687 -1.187 0.0 0.0 0.1 0.28
C -0.732 3.884 -1.842 0.1 0.0 -0.1 -0.82
C -2.117 3.675 -1.306 0.0 0.0 0.0 0.08
C -2.911 2.651 -1.811 0.0 0.0 0.0 0.33
C -4.204 2.470 -1.346 0.0 0.0 0.0 -0.31
C -4.720 3.324 -0.384 0.0 0.0 0.0 -0.31
C -3.934 4.348 0.124 0.0 0.0 0.0 -0.69
C -2.635 4.516 -0.328 0.0 0.0 0.0 -0.54
C 1.575 2.510 -2.644 0.0 0.1 0.0 0.06
C 0.935 2.449 -3.999 0.0 0.1 0.0 -0.09
C -0.148 1.614 -4.258 -0.1 0.0 0.0 2.06
C -0.742 1.607 -5.511 0.0 0.0 0.0 -1.16
C -0.256 2.422 -6.524 0.0 0.0 0.0 -0.76
C 0.823 3.256 -6.274 0.0 0.0 0.0 -0.78
C 1.407 3.274 -5.016 0.0 0.0 0.0 -0.97
H -0.725 3.802 -2.926 0.0 0.0 0.0 0.35
H -0.332 4.856 -1.551 0.0 0.0 0.0 0.65
H -2.509 1.983 -2.560 0.0 0.0 0.0 0.00
H -4.802 1.654 -1.727 0.0 0.0 0.0 0.37
H -5.728 3.184 -0.020 0.0 0.0 0.0 0.36
H -4.328 5.008 0.884 0.0 0.0 0.0 0.36
H -2.017 5.304 0.084 0.0 0.0 0.0 0.32
H 2.117 1.596 -2.399 0.0 0.0 -0.1 -0.51
H 2.280 3.341 -2.584 0.0 0.0 0.0 0.93
H -0.542 1.000 -3.460 0.0 0.0 0.0 -0.17
H -1.599 0.972 -5.693 0.0 0.0 0.0 0.48
H -0.724 2.414 -7.499 0.0 0.0 0.0 0.44
H 1.206 3.899 -7.054 0.0 0.0 0.0 0.40
H 2.241 3.936 -4.821 0.0 0.0 0.0 0.45
C 2.846 0.704 6.353 0.0 0.0 0.0 -1.76
C 1.834 0.371 5.288 0.0 0.0 0.0 0.38
C 0.500 0.212 5.614 0.0 0.0 0.0 -0.97
C -0.413 -0.097 4.606 0.0 0.0 0.0 1.15
C -1.878 -0.249 4.918 0.0 0.0 0.0 -1.96
C 0.049 -0.257 3.318 0.0 -0.1 -0.1 -0.35
C 1.401 -0.128 2.924 0.0 0.0 0.0 0.47
C 2.274 0.213 3.973 -0.1 0.0 0.0 -0.87
N 1.660 -0.306 1.570 -0.4 0.1 -0.3 0.90
C 2.996 -0.478 0.959 0.0 0.0 0.1 2.28
C 3.063 -1.892 0.349 -0.1 0.0 0.0 -0.46
C 4.345 -2.116 -0.455 0.0 0.0 0.0 0.26
C 5.554 -1.953 0.465 0.0 0.0 0.0 -1.64
C 5.534 -0.544 1.056 0.0 0.0 0.0 0.39
C 5.634 0.487 -0.068 0.0 0.0 0.0 -1.65
C 4.424 0.331 -0.989 0.0 0.0 0.0 0.33
C 4.419 -1.081 -1.582 0.0 0.0 0.0 -0.43
C 3.146 0.551 -0.174 0.0 0.1 0.0 -0.55
C 4.241 -0.319 1.850 0.1 0.0 0.0 -2.71
H 2.358 0.968 7.291 0.0 0.0 0.0 0.40
H 3.476 1.542 6.050 0.0 0.0 0.0 0.35
H 3.504 -0.146 6.545 0.0 0.0 0.0 0.30
H 0.165 0.334 6.637 0.0 0.0 0.1 0.36
H -2.027 -0.881 5.795 0.0 0.0 0.0 0.53
H -2.424 -0.686 4.080 0.0 0.0 0.0 0.18
H -2.332 0.720 5.131 0.0 0.0 0.0 0.41
H -0.693 -0.487 2.557 -0.1 0.0 0.1 0.17
H 3.318 0.385 3.808 0.0 0.0 0.0 0.46
H 2.200 -2.065 -0.304 0.1 0.0 0.1 -0.57
H 2.980 -2.620 1.162 0.0 0.0 0.0 0.64
H 4.332 -3.123 -0.881 0.0 0.0 0.0 0.44
H 6.483 -2.115 -0.090 0.0 0.0 0.0 0.61
H 5.516 -2.697 1.264 0.0 0.0 0.0 0.57
H 6.380 -0.420 1.739 0.0 0.0 0.0 0.27
H 6.561 0.343 -0.631 0.0 0.0 0.0 0.60
H 5.659 1.497 0.350 0.0 0.0 0.0 0.53
H 4.478 1.070 -1.797 0.0 0.0 0.0 0.59
H 5.318 -1.238 -2.185 0.0 0.0 0.0 0.65
H 3.554 -1.204 -2.240 0.0 0.0 -0.1 -0.64
H 2.281 0.472 -0.835 0.0 -0.1 0.0 -0.94
H 3.135 1.554 0.268 0.0 0.0 0.0 0.70
H 4.274 0.691 2.262 0.0 0.0 0.0 0.56
H 4.200 -1.029 2.677 0.0 0.0 0.0 0.63
C -1.604 -1.539 -3.394 -0.1 0.1 0.0 -1.09
N -0.241 -1.649 -3.880 0.0 0.0 -0.2 0.64
C -0.058 -2.199 -5.208 0.0 0.0 0.0 -0.98
C 0.798 -1.229 -3.169 0.0 -0.3 -0.2 -0.88
O 0.736 -0.758 -2.040 0.3 0.5 0.3 1.02
H -2.232 -1.160 -4.201 0.0 0.1 0.0 0.57
H -1.637 -0.856 -2.546 0.0 0.0 -0.1 -0.03
H -1.971 -2.512 -3.063 0.0 0.0 0.0 0.40
H -0.408 -1.496 -5.968 0.0 0.0 0.0 0.29
H -0.620 -3.128 -5.297 0.0 0.0 0.0 0.34
H 0.995 -2.414 -5.380 0.0 0.0 0.0 0.33
H 1.762 -1.345 -3.685 0.0 0.0 0.0 -0.04
```
Forces are in eV/Å.

Results
E, eV: -182899.2874
Total charge: 0
LUMO energy, eV: 0.24
Frontier orbital gap, eV: 6.7608
Relative energy (zero: lowest compared OMol25 entry of this formula, charge and spin), eV: 0.797
HOMO, eV: -6.525


# 2
The following is a quantum chemistry calculation of a molecular structure, C51H56BrGeN2O7Pb in a non-equilibrium geometry, from OMol25.

The geometry in XYZ format:
```
119
Properties=species:S:1:pos:R:3:forces:R:3:mulliken_charge:R:1
Pb 0.651 -1.345 0.314 -0.4 0.3 -0.9 1.82
O -2.223 -2.808 -3.251 -0.2 -0.3 -0.2 -0.57
C -1.535 -2.618 -2.139 0.2 1.5 0.0 -0.36
O -1.262 -1.516 -1.702 -0.3 -1.0 -0.2 0.30
C -1.116 -3.873 -1.474 0.1 -1.0 0.2 0.06
C -1.466 -5.118 -1.998 0.1 0.2 0.2 -1.01
C -1.064 -6.253 -1.319 0.1 0.1 0.2 -0.95
C -0.344 -6.111 -0.137 0.0 0.2 -0.1 -1.02
C -0.040 -4.828 0.314 -0.3 -0.3 -0.5 1.16
N -0.416 -3.740 -0.350 -0.2 0.0 -0.3 0.61
C 0.640 -4.529 1.617 -0.1 0.5 0.0 0.29
O 1.152 -5.522 2.312 0.3 -0.3 0.3 -0.47
O 0.668 -3.395 2.041 0.1 -0.6 -0.1 -0.38
H -2.457 -1.966 -3.679 0.2 0.0 0.2 0.38
H -2.039 -5.170 -2.909 0.0 0.0 -0.1 0.60
H -1.316 -7.232 -1.696 0.0 -0.1 0.0 0.47
H -0.053 -6.992 0.414 0.0 -0.1 0.0 0.30
H 1.154 -6.379 1.861 -0.1 0.2 0.0 0.30
C 1.769 2.433 2.004 0.0 0.0 0.0 -1.44
N 0.815 1.741 1.147 -0.2 0.0 0.0 1.13
C 1.150 2.017 -0.247 0.0 0.0 0.1 -1.47
C -0.539 2.194 1.480 0.1 0.0 0.0 -2.14
C -1.577 1.351 0.797 0.2 -0.2 0.2 1.75
C -2.251 1.854 -0.309 -0.1 -0.1 0.1 -0.57
C -3.192 1.111 -0.994 -0.1 -0.1 0.0 -0.81
C -3.467 -0.181 -0.583 0.0 0.2 0.1 -1.41
C -2.799 -0.718 0.500 0.2 0.1 0.4 -0.28
C -1.868 0.044 1.208 -0.4 0.1 -0.4 -0.24
H 1.740 3.519 1.838 0.0 0.0 0.0 0.40
H 2.774 2.072 1.795 0.1 0.0 0.0 0.30
H 1.537 2.243 3.052 0.0 0.0 0.0 0.44
H 1.235 3.093 -0.448 -0.1 0.0 0.0 0.50
H 0.389 1.605 -0.909 0.0 0.0 -0.1 0.11
H 2.110 1.558 -0.485 0.1 0.0 -0.1 0.55
H -0.677 3.251 1.192 0.0 -0.1 0.0 0.66
H -0.655 2.131 2.566 0.0 0.1 -0.1 0.58
H -2.030 2.858 -0.633 0.1 0.2 0.0 0.41
H -3.698 1.543 -1.843 -0.1 0.0 -0.1 0.52
H -4.191 -0.779 -1.115 -0.1 -0.1 -0.1 0.59
H -2.975 -1.739 0.806 -0.1 0.0 0.1 0.66
C -0.134 -0.497 8.361 0.1 0.2 0.0 -1.52
C 0.337 0.735 7.573 0.0 0.0 0.1 1.73
C -0.315 2.021 8.091 0.1 -0.2 -0.1 -1.67
C 1.849 0.866 7.757 -0.2 0.0 -0.1 -2.08
C -0.057 0.494 6.129 0.1 -0.1 -0.3 -0.01
C 0.867 0.146 5.164 0.1 0.0 -0.2 0.22
C 0.448 -0.186 3.889 0.2 -0.2 -0.5 -0.64
Br 1.912 -0.801 2.735 0.1 0.5 1.6 -0.10
C -0.890 -0.171 3.492 0.3 0.0 0.3 -0.74
O -1.188 -0.642 2.219 0.1 0.1 0.1 0.87
C -1.853 0.120 4.487 -0.1 0.0 -0.1 -0.53
C -1.395 0.466 5.753 0.1 0.0 -0.1 -0.32
C -3.357 -0.071 4.272 -0.2 -0.1 0.0 2.28
C -4.170 0.029 5.571 0.2 0.0 -0.1 -2.40
C -3.959 0.988 3.337 0.1 -0.1 0.1 -1.63
C -3.581 -1.504 3.763 0.0 0.1 0.0 -1.27
H 0.171 -0.421 9.400 0.0 0.0 0.2 0.46
H 0.312 -1.396 7.941 0.0 -0.1 0.0 0.34
H -1.214 -0.604 8.325 -0.2 0.0 0.0 0.33
H -0.016 2.202 9.120 0.0 0.0 0.1 0.48
H -1.399 1.975 8.060 -0.2 0.0 0.0 0.31
H 0.011 2.867 7.490 0.0 0.1 0.0 0.37
H 2.059 1.086 8.799 0.1 0.0 0.1 0.46
H 2.252 1.674 7.154 0.1 0.1 -0.1 0.42
H 2.362 -0.057 7.508 0.2 -0.1 -0.1 0.37
H 1.920 0.104 5.378 0.2 0.0 0.1 0.48
H -2.124 0.679 6.512 -0.2 0.0 0.1 0.52
H -4.126 1.026 6.002 0.0 0.1 0.1 0.47
H -3.851 -0.701 6.311 0.0 -0.1 0.1 0.45
H -5.210 -0.176 5.327 -0.1 0.0 0.0 0.46
H -3.994 1.947 3.850 0.0 0.2 0.0 0.41
H -4.977 0.702 3.082 -0.1 0.0 0.0 0.45
H -3.406 1.120 2.418 -0.1 0.1 0.0 0.32
H -3.354 -2.203 4.566 0.0 -0.1 0.1 0.42
H -2.947 -1.758 2.926 0.0 -0.1 -0.1 -0.23
H -4.618 -1.633 3.468 -0.2 -0.1 0.0 0.45
O 3.350 -0.400 -2.347 0.4 0.2 0.0 -0.45
C 2.712 -1.391 -2.053 -0.1 -0.3 -0.6 0.18
O 2.494 -1.794 -0.842 -0.1 -0.4 0.9 -0.79
C 1.987 -2.145 -3.159 0.2 0.1 0.2 -0.48
C 0.942 -1.165 -3.652 0.2 0.6 0.0 0.41
Ge 1.652 0.535 -4.457 -0.4 -0.1 -0.4 2.06
C 2.499 2.111 -3.583 -0.5 -0.8 -0.3 0.25
C 3.876 2.234 -3.488 0.1 0.0 0.1 -0.12
C 4.445 3.399 -3.007 0.2 0.0 -0.1 -0.82
C 3.642 4.463 -2.631 0.0 0.1 0.1 -0.71
C 2.265 4.348 -2.724 0.0 0.2 0.1 -0.53
C 1.698 3.178 -3.199 -0.1 0.0 -0.1 0.09
C -0.070 1.335 -5.082 0.5 -0.3 0.0 -1.01
C -0.058 2.243 -6.135 0.1 0.0 0.0 -0.17
C -1.221 2.837 -6.587 -0.1 0.1 -0.1 -0.87
C -2.428 2.544 -5.974 -0.1 0.1 0.0 -0.66
C -2.459 1.665 -4.906 -0.2 0.0 0.0 -0.72
C -1.289 1.068 -4.467 0.1 -0.2 0.1 0.42
C 2.688 -0.143 -6.006 -0.5 0.4 0.6 0.11
C 3.982 -0.624 -5.854 0.1 0.0 0.1 -0.19
C 4.662 -1.168 -6.931 0.1 -0.1 0.0 -0.80
C 4.049 -1.243 -8.171 0.0 0.0 -0.1 -0.53
C 2.750 -0.790 -8.326 0.0 -0.1 -0.1 -0.75
C 2.075 -0.247 -7.248 -0.1 0.1 0.0 -0.32
H 1.532 -3.062 -2.769 0.1 0.0 0.0 0.24
H 2.676 -2.391 -3.967 0.1 -0.1 0.0 0.42
H 0.290 -0.892 -2.825 0.0 0.1 -0.2 -1.20
H 0.332 -1.628 -4.432 -0.1 0.2 -0.1 0.62
H 4.509 1.412 -3.778 0.1 -0.1 0.0 0.17
H 5.521 3.482 -2.940 0.1 0.0 0.0 0.43
H 4.094 5.380 -2.279 0.0 0.1 0.0 0.41
H 1.630 5.177 -2.439 0.0 0.0 0.0 0.46
H 0.621 3.101 -3.284 -0.1 0.0 0.0 0.28
H 0.887 2.490 -6.601 0.0 0.1 -0.1 0.53
H -1.193 3.533 -7.413 0.0 0.0 0.0 0.41
H -3.338 3.008 -6.324 -0.1 0.0 0.0 0.40
H -3.400 1.445 -4.416 0.0 0.0 0.0 0.38
H -1.335 0.400 -3.614 0.0 0.0 0.1 0.28
H 4.457 -0.579 -4.883 0.1 0.0 0.1 0.34
H 5.669 -1.539 -6.803 0.0 0.0 0.0 0.42
H 4.584 -1.656 -9.013 0.0 -0.1 -0.1 0.39
H 2.260 -0.864 -9.286 0.0 0.0 -0.1 0.43
H 1.059 0.103 -7.373 -0.1 0.0 -0.1 0.32
```
Forces are in eV/Å.

Results
E, eV: -202910.7847
Total charge: +1
LUMO energy, eV: -3.75
Frontier orbital gap, eV: 6.7681
Relative energy (zero: lowest compared OMol25 entry of this formula, charge and spin), eV: 1.496
HOMO, eV: -10.517